(1)
Molecular formula: H8NaO4
Method: DFT, wB97M-V/def2-TZVPD

Orbital gap   12.078 eV
Net charge   +1
Relative energy (zero: lowest compared OMol25 entry of this formula, charge and spin)   369.79 kJ/mol
HOMO level   -0.5856 Eh

Structure (XYZ):
```
13
Properties=species:S:1:pos:R:3:lowdin_charge:R:1
Na -0.4598 -0.0914 0.0891 0.321
O 0.9518 1.0567 -0.2008 -0.058
H 1.8887 0.8825 -0.2907 0.102
H 0.8987 1.9946 -0.0171 0.093
O -1.0710 1.4449 0.6327 -0.022
H -0.9852 1.8732 1.4844 0.114
H -1.9964 1.2071 0.5757 0.102
O -0.3411 -0.8908 -1.5759 -0.009
H -0.2756 -1.8243 -1.3745 0.080
H -0.9988 -0.8404 -2.2694 0.103
O 0.8564 -1.3649 0.6794 -0.014
H 1.1602 -1.2570 1.5807 0.101
H 0.3720 -2.1904 0.6865 0.087
```

***

(2)
Molecular formula: H8O4
Method: DFT, wB97M-V/def2-TZVPD

Orbital gap   11.186 eV
SMILES   O.O.O.O
Relative energy (zero: lowest compared OMol25 entry of this formula, charge and spin)   95.85 kJ/mol
HOMO level   -0.3934 Eh

Structure (XYZ):
```
12
Properties=species:S:1:pos:R:3:lowdin_charge:R:1
O -10.0657 -33.6696 8.8751 -0.056
H -9.5430 -34.4590 8.9433 -0.030
H -10.0122 -33.3845 7.9737 -0.005
O -5.2749 -35.4884 8.1830 0.023
H -4.7111 -35.2595 8.8542 -0.003
H -4.8399 -35.2455 7.4077 0.014
O -8.6152 -35.8871 8.3512 -0.053
H -7.6549 -36.0336 8.4352 0.043
H -8.6981 -36.1158 7.4286 0.022
O -9.7730 -35.0276 5.6872 -0.076
H -9.2791 -34.2186 5.4114 0.065
H -10.5912 -34.7482 6.1543 0.056
```

***

(3)
Molecular formula: H8O4
Method: DFT, wB97M-V/def2-TZVPD

Orbital gap   10.700 eV
SMILES   O.O.O.O
Relative energy (zero: lowest compared OMol25 entry of this formula, charge and spin)   66.36 kJ/mol
HOMO level   -0.3884 Eh

Structure (XYZ):
```
12
Properties=species:S:1:pos:R:3:lowdin_charge:R:1
O -0.6159 -0.6414 -2.6182 -0.074
H -0.2279 -0.5249 -1.7381 -0.017
H -1.2544 0.0744 -2.6906 0.023
O 0.5614 0.0194 -0.0038 -0.054
H 1.5063 0.1186 0.1502 0.063
H 0.2535 -0.5156 0.7467 0.032
O 0.8797 -1.8682 2.2272 -0.045
H 1.5089 -1.3857 2.7753 0.053
H 0.1527 -2.0879 2.8209 0.054
O -0.9014 2.5096 -0.8692 -0.066
H -1.6770 2.2970 -0.3418 0.031
H -0.1858 2.0048 -0.4587 0.000
```

***

(4)
Molecular formula: H8O4
Method: DFT, wB97M-V/def2-TZVPD

Orbital gap   7.728 eV
Relative energy (zero: lowest compared OMol25 entry of this formula, charge and spin)   512.54 kJ/mol
HOMO level   -0.2879 Eh

Structure (XYZ):
```
12
Properties=species:S:1:pos:R:3:lowdin_charge:R:1
H 1.1385 0.2216 0.4025 0.018
H 1.2982 -1.2054 0.9419 0.109
H 3.4510 -0.0729 -0.6681 -0.013
H 4.3697 0.8069 0.1487 0.034
H -2.0715 0.7808 0.7376 0.050
H -2.3861 1.1929 -0.6628 0.084
H -2.9436 -1.5915 -0.1823 0.107
H -3.8945 -0.4684 0.2129 0.034
O 1.8311 -0.3437 0.7306 -0.081
O 4.3742 0.1295 -0.5426 -0.069
O -2.8151 0.8930 0.1571 -0.120
O -3.2605 -0.6367 -0.4614 -0.154
```

***

(5)
Molecular formula: H8O4
Method: DFT, wB97M-V/def2-TZVPD

Orbital gap   9.449 eV
Relative energy (zero: lowest compared OMol25 entry of this formula, charge and spin)   473.89 kJ/mol
HOMO level   -0.3546 Eh

Structure (XYZ):
```
12
Properties=species:S:1:pos:R:3:lowdin_charge:R:1
O 0.4700 -0.9080 2.0584 -0.073
H -0.3780 -0.5476 2.3175 0.019
H 0.4423 -0.9231 1.1017 -0.138
O 0.6207 -0.2891 -0.0122 -0.052
H -0.2115 -0.0101 -0.3942 -0.096
H 0.8672 -1.0655 -0.5148 0.129
O 0.8492 2.0533 -0.3083 -0.057
H 0.9579 1.1088 -0.1975 -0.066
H 0.8643 2.1871 -1.2560 0.027
O -1.1357 -0.6330 -0.8105 0.062
H -1.5999 0.1908 -0.6620 0.121
H -1.7464 -1.1638 -1.3219 0.123
```

***

(6)
Molecular formula: H8O4
Method: DFT, wB97M-V/def2-TZVPD

Orbital gap   11.707 eV
SMILES   O.O.O.O
Relative energy (zero: lowest compared OMol25 entry of this formula, charge and spin)   156.73 kJ/mol
HOMO level   -0.4243 Eh

Structure (XYZ):
```
12
Properties=species:S:1:pos:R:3:lowdin_charge:R:1
O -1.9114 -1.3953 0.7056 -0.043
H -1.9846 -0.6619 1.2780 -0.007
H -1.7750 -0.8051 -0.0666 0.040
O 0.1812 1.6853 1.7479 -0.059
H -0.2529 1.2031 2.4058 -0.010
H -0.0613 1.2305 0.8519 0.064
O 2.5071 -1.8804 -0.1386 -0.089
H 1.6220 -2.2230 -0.1171 0.004
H 2.4778 -1.6429 -1.1367 0.084
O -0.4975 1.1878 -1.8011 -0.048
H -0.4928 1.7778 -2.5380 0.025
H 0.1872 1.5240 -1.1911 0.039
```

***

(7)
Molecular formula: H8O4
Method: DFT, wB97M-V/def2-TZVPD

Orbital gap   11.355 eV
SMILES   O.O.O.O
Relative energy (zero: lowest compared OMol25 entry of this formula, charge and spin)   66.98 kJ/mol
HOMO level   -0.3999 Eh

Structure (XYZ):
```
12
Properties=species:S:1:pos:R:3:lowdin_charge:R:1
O -1.8217 -1.1429 0.2038 -0.062
H -2.2129 -1.4699 1.0214 0.035
H -1.2367 -0.4257 0.4802 0.009
O 0.1230 2.1979 2.3005 -0.077
H 0.4991 1.8961 3.1338 0.029
H 0.5044 1.6120 1.6246 -0.016
O 0.4210 -1.2494 -2.1916 -0.044
H 0.8637 -2.0415 -2.5175 0.054
H -0.0885 -0.9207 -2.9411 0.057
O 0.8759 0.5956 0.0006 -0.061
H 1.2414 1.2050 -0.6500 0.058
H 0.8314 -0.2564 -0.4648 0.016
```

***

(8)
Molecular formula: H8O4
Method: DFT, wB97M-V/def2-TZVPD

Orbital gap   11.041 eV
SMILES   O.O.O.O
Relative energy (zero: lowest compared OMol25 entry of this formula, charge and spin)   82.21 kJ/mol
HOMO level   -0.3894 Eh

Structure (XYZ):
```
12
Properties=species:S:1:pos:R:3:lowdin_charge:R:1
O 34.8545 2.0328 12.4122 -0.046
H 34.8630 1.8263 11.4754 0.042
H 35.1036 2.9710 12.4366 0.055
O 35.3350 -2.1514 10.4658 -0.070
H 34.4491 -1.7882 10.4510 0.040
H 35.3370 -3.1468 10.3392 0.093
O 35.2862 -0.8878 13.1598 -0.051
H 35.3172 0.0145 12.8737 -0.004
H 35.4500 -1.3807 12.3331 0.021
O 32.5496 -0.6512 13.2831 -0.063
H 32.5401 -0.4612 14.1896 -0.002
H 33.4564 -0.9957 13.2352 -0.015
```